A molecular structure, C10H22AsN2O4PReS7, computed with ωB97M-V/def2-TZVPD.

Summary:
strongest force on any atom = 0.0060 Eh/bohr
spin multiplicity = 1
charge = +3
E_tot = -169973.318 eV

Element x y z (Å)
Re 0.09621 1.20756 -0.25585
S 3.12958 -3.08043 -1.06821
As 3.04969 -1.17180 -0.58114
S 3.69848 1.11692 1.81375
S 1.89233 0.47618 -1.46251
S 4.66580 -0.18986 0.56298
C -0.89662 -3.23930 2.53433
N -1.66033 -1.99387 2.54790
C -2.77976 -1.77858 3.49190
C -3.22740 -0.33677 3.18616
N -2.33874 0.03627 2.06353
C -1.50956 -0.95690 1.76455
S -0.37639 -0.97253 0.41676
H -1.52054 -4.01936 2.96298
H 0.00813 -3.14208 3.13321
H -0.64986 -3.52065 1.51330
H -2.42678 -1.90268 4.51373
H -3.55431 -2.51855 3.29394
H -3.06716 0.33662 4.02467
H -4.26824 -0.28051 2.87730
H -2.55280 0.78514 1.42610
O -1.42795 1.69764 -0.91222
O -2.35428 1.90286 -1.74070
C 1.72221 5.52697 3.36443
C 2.22262 5.96220 2.01764
C 1.80586 7.33035 1.57217
O 1.58308 4.99537 0.95356
P 1.70012 3.49884 0.74256
S 3.72845 3.00747 0.96253
S 0.49338 2.20111 1.78931
O 1.08958 3.15225 -0.68627
C 1.22717 3.95178 -2.07783
C 2.62501 4.48092 -2.19290
C 0.11898 4.95751 -2.07891
H 2.14035 6.20011 4.11433
H 2.04884 4.51671 3.62239
H 0.63584 5.59493 3.42119
H 3.29058 5.79203 1.89107
H 0.72412 7.44857 1.62384
H 2.15775 7.55657 0.56740
H 2.25859 8.05338 2.25303
H 1.04955 3.12364 -2.76157
H 2.81817 5.29295 -1.49135
H 2.72094 4.89388 -3.19994
H 3.37700 3.69830 -2.09957
H 0.27124 5.71933 -1.31539
H -0.86041 4.49615 -1.96147
H 0.13328 5.45130 -3.05382

A molecular structure, C22H34AsN3PtSSi2, computed with ωB97M-V/def2-TZVPD.

Summary:
strongest force on any atom = 0.0064 Eh/bohr
spin multiplicity = 1
charge = 0
E_tot = -118514.269 eV
relative energy (zero: lowest compared OMol25 entry of this formula, charge and spin) = 0.0 kJ/mol

Element x y z (Å)
Pt 0.02133 -0.30293 0.24182
N 3.55687 1.98437 0.04396
C 4.28432 0.81584 -0.13540
C 5.64068 0.58288 -0.33708
C 6.02443 -0.73820 -0.44744
C 5.09661 -1.78898 -0.35555
C 3.75217 -1.55225 -0.15916
C 3.35395 -0.22234 -0.05849
N 2.09509 0.31985 0.15667
C 2.26263 1.61710 0.21740
C 1.12345 2.46056 0.53948
C 1.02430 3.78900 0.79561
S -0.56949 4.16070 1.29246
C -1.01161 2.52788 1.12143
N -0.05274 1.75682 0.70474
H 3.91994 2.91991 0.06623
H 6.35666 1.39130 -0.39922
H 7.06870 -0.97430 -0.60376
H 5.44991 -2.80829 -0.43995
H 3.01185 -2.33602 -0.08323
H 1.79089 4.54350 0.74627
H -1.99313 2.13980 1.35037
C -5.26804 0.87282 -0.74130
Si -3.48276 0.71746 -1.31951
C -2.92131 2.51234 -1.53325
C -3.42548 0.02503 -3.06725
As -2.38975 -0.52479 0.35300
Si -3.03251 -2.64779 -0.44374
C -4.89610 -2.74406 -0.71722
C -2.26923 -3.16520 -2.07864
C -2.66373 -3.85924 0.94074
H -5.86548 1.37790 -1.50490
H -5.30125 1.47315 0.17096
H -5.73795 -0.08361 -0.51513
H -3.59924 2.94754 -2.27478
H -1.90418 2.60674 -1.91792
H -3.01896 3.12288 -0.63626
H -3.94716 0.68239 -3.76724
H -3.88137 -0.96216 -3.13547
H -2.38643 -0.07042 -3.39114
H -5.29044 -2.03972 -1.44948
H -5.45926 -2.62822 0.21107
H -5.08964 -3.75170 -1.10010
H -2.70414 -2.56733 -2.87918
H -2.49072 -4.21386 -2.29110
H -1.19209 -3.01644 -2.08698
H -3.33460 -3.64374 1.77613
H -1.63637 -3.77167 1.29228
H -2.84132 -4.88894 0.61860
C 2.06391 -4.71478 -1.80833
C 1.13369 -4.72319 -0.58644
C 1.89996 -5.24849 0.63570
C -0.04510 -5.66130 -0.87370
C 0.66440 -3.35064 -0.30543
C 0.35301 -2.20251 -0.06650
H 2.47817 -5.71307 -1.97036
H 2.89041 -4.01668 -1.67391
H 1.51639 -4.41810 -2.70392
H 2.17522 -6.29591 0.48666
H 1.28911 -5.17309 1.53558
H 2.81558 -4.67678 0.80170
H 0.32824 -6.66295 -1.10196
H -0.62226 -5.30667 -1.72522
H -0.71050 -5.72914 -0.01172

A gas-phase ion, C8H19N2Si (charge +1) at a distorted geometry, computed with ωB97M-V/def2-TZVPD.

Summary:
strongest force on any atom = 0.0831 Eh/bohr
spin multiplicity = 1
charge = +1
E_tot = -19452.460 eV
relative energy (zero: lowest compared OMol25 entry of this formula, charge and spin) = 383.9 kJ/mol

Element x y z (Å)
C 0.06331 0.38989 -1.52471
C 0.26650 0.69511 -0.11872
C 1.64544 -1.09163 -0.94290
C 0.60968 -1.06052 -3.23955
C 2.55050 0.78258 0.64705
C -0.53639 -0.28519 2.70593
C -2.07614 -1.29366 0.12249
C -2.24790 1.79071 1.08393
N 0.87087 -0.52295 -1.95871
N 1.50504 -0.17433 0.23056
Si -1.28301 0.21378 1.03228
H -0.77093 0.70707 -2.03956
H 0.48189 1.84611 0.03350
H 2.70166 -1.22953 -1.25787
H 1.54879 -1.49160 -3.67212
H 0.04906 -1.93695 -3.04659
H -0.00256 -0.48551 -3.91199
H 2.13026 1.68363 1.10601
H 3.22304 0.49439 1.38512
H 3.23347 1.22180 -0.23578
H -0.75715 0.29004 3.53474
H -0.81501 -1.38168 2.88206
H 0.54846 -0.46204 2.63223
H -1.33622 -2.06268 -0.20495
H -2.77404 -1.74933 1.03049
H -2.84449 -0.92468 -0.56231
H -3.03939 2.05316 0.30320
H -2.72737 2.13887 2.02866
H -1.48160 2.54658 0.96676
H 1.26424 -0.70141 0.99076

A molecular structure, C3H2AgLiO2 at a distorted geometry, computed with ωB97M-V/def2-TZVPD.

Summary:
strongest force on any atom = 0.0346 Eh/bohr
spin multiplicity = 2
charge = +1
E_tot = -11432.123 eV
expectation value of S² = 0.756
relative energy (zero: lowest compared OMol25 entry of this formula, charge and spin) = 124.8 kJ/mol

Element x y z (Å)
C -1.08395 1.04937 0.12279
C -1.41126 -0.20988 0.05882
H -1.98737 1.67629 0.18467
H -2.32827 -0.79169 -0.04113
O -0.34365 -1.32895 -0.17521
C 0.89576 -1.23691 -0.04311
O 1.68080 -0.29986 0.06697
Ag 1.07263 2.03886 -0.36787
Li 3.50530 -0.89723 0.19407

A single C3H6OSi molecule at a distorted geometry, computed with ωB97M-V/def2-TZVPD.

Summary:
strongest force on any atom = 0.1322 Eh/bohr
spin multiplicity = 1
charge = 0
E_tot = -13130.274 eV
relative energy (zero: lowest compared OMol25 entry of this formula, charge and spin) = 214.6 kJ/mol

Element x y z (Å)
C -1.53809 1.37039 -1.18234
C -1.09919 1.38806 -0.08590
C -0.37851 1.20394 1.15093
O 0.17065 -0.30085 1.15535
Si 0.57815 -1.28533 0.01755
H -2.01540 1.47799 -2.11784
H -1.00072 1.30170 2.11107
H 0.40542 1.99184 1.10014
H -0.08815 -0.72820 -1.22923
H -0.38854 -2.36410 0.27461
H 2.03998 -1.47152 -0.07844

A molecular structure, C21H52BFO15P3Tl at a distorted geometry, computed with ωB97M-V/def2-TZVPD.

Summary:
strongest force on any atom = 0.0545 Eh/bohr
spin multiplicity = 1
charge = +2
E_tot = -89273.099 eV
relative energy (zero: lowest compared OMol25 entry of this formula, charge and spin) = 0.0 kJ/mol

Element x y z (Å)
Tl 2.29457 -1.09293 1.60677
B 0.58170 0.94873 0.16051
H 0.29100 -0.29513 0.13187
H 1.57994 1.09562 -0.55343
H -0.38820 1.50963 -0.29516
H 0.77469 1.41480 1.26957
C -1.53225 3.67548 -1.57066
C -0.53170 3.19596 -2.65245
O 0.64171 3.85865 -2.28164
C 0.47290 4.62673 -1.16096
O 1.34541 5.11445 -0.56431
O -0.83061 4.61828 -0.79015
F -0.99924 3.58367 -3.87630
H -1.90055 2.81055 -1.01336
H -2.37071 4.12138 -2.10483
H -0.39085 2.12149 -2.77825
C -4.91353 -2.05140 2.62053
C -4.08365 -0.96641 3.26957
O -2.71046 -1.10145 2.77550
P -1.53193 -0.41056 3.57025
O -0.24557 -0.69415 2.89854
O -1.69071 -0.98753 5.00613
C -0.98227 -0.31023 6.10086
C -2.04296 0.13774 7.09308
O -1.97875 1.09783 3.68762
C -2.17615 1.87560 2.49742
C -1.44950 3.18540 2.60188
H -4.62157 -3.02793 3.00403
H -5.93606 -1.90356 2.96574
H -4.78106 -1.97485 1.54424
H -4.43594 0.01477 2.96475
H -4.08626 -1.16260 4.33863
H -0.27266 -0.97169 6.58928
H -0.41183 0.53524 5.71521
H -1.73180 -0.08606 8.11478
H -2.33294 1.18360 7.01170
H -2.97645 -0.42141 7.00611
H -1.82574 1.27672 1.63823
H -3.21665 1.97354 2.16501
H -0.38726 3.00015 2.76638
H -1.47832 3.68737 1.63144
H -1.84189 3.84261 3.37161
C 4.47994 4.10514 -1.86221
C 3.84408 2.82251 -1.40487
O 4.55691 1.73158 -1.93732
P 4.01322 0.23087 -1.76181
O 3.93674 -0.14208 -0.34229
O 2.69686 0.23101 -2.59557
C 2.75028 0.62731 -4.02941
C 1.80728 -0.29666 -4.76260
O 5.03543 -0.55507 -2.62573
C 6.45443 -0.68227 -2.22010
C 7.34938 0.25409 -2.99678
H 4.03844 5.01630 -1.47929
H 5.55837 4.01919 -1.68896
H 4.43128 4.17030 -2.95481
H 3.56127 2.80911 -0.35243
H 2.85141 2.83327 -1.93802
H 2.45246 1.67420 -4.08240
H 3.78444 0.50674 -4.34178
H 1.61873 -1.22877 -4.23941
H 0.77667 0.08740 -4.74460
H 2.08416 -0.40741 -5.80707
H 6.54678 -0.66150 -1.13385
H 6.64156 -1.72492 -2.48022
H 6.93689 0.34881 -4.00403
H 7.32819 1.24864 -2.55505
H 8.34917 -0.15403 -3.10485
C -3.43518 -0.15269 -1.29502
C -2.15516 -0.75157 -0.73273
O -2.21134 -2.18092 -0.81927
P -1.07040 -3.12326 -0.24376
O 0.02748 -2.42217 0.48239
O -1.85669 -4.18346 0.56582
C -2.32275 -3.81619 1.88068
C -2.42424 -5.04311 2.78709
O -0.59752 -3.95350 -1.46595
C -0.32270 -3.33969 -2.75355
C -1.27830 -3.90243 -3.77031
H -3.44486 0.00960 -2.37142
H -4.28845 -0.73223 -0.95031
H -3.56050 0.84437 -0.85920
H -1.21605 -0.37675 -1.14904
H -2.12260 -0.38925 0.30507
H -1.70398 -3.04880 2.35296
H -3.31676 -3.36825 1.78490
H -3.26738 -4.94447 3.46853
H -2.45836 -5.92847 2.16066
H -1.57829 -5.04647 3.47668
H -0.43871 -2.25509 -2.68971
H 0.70060 -3.62335 -2.98034
H -1.17752 -3.29169 -4.67243
H -0.93393 -4.90274 -4.03730
H -2.32673 -3.98926 -3.50472

A molecular structure, CH2Br2S at a distorted geometry, computed with ωB97M-V/def2-TZVPD.

Summary:
strongest force on any atom = 0.1005 Eh/bohr
spin multiplicity = 1
charge = 0
E_tot = -151988.766 eV
relative energy (zero: lowest compared OMol25 entry of this formula, charge and spin) = 22.2 kJ/mol

Element x y z (Å)
C 0.06584 -0.04778 -0.31342
S -1.44436 -0.36932 0.49604
Br 1.51272 -1.23892 -0.09553
Br 0.76792 1.82847 -0.18032
H -0.16678 -0.16960 -1.48488
H -0.73534 -0.00284 1.57810

5 unconnected molecules or ions with the total composition C27H36BrN6S, computed with ωB97M-V/def2-TZVPD.

Summary:
strongest force on any atom = 0.0097 Eh/bohr
spin multiplicity = 1
charge = +1
E_tot = -118394.861 eV
relative energy (zero: lowest compared OMol25 entry of this formula, charge and spin) = 0.0 kJ/mol

Element x y z (Å)
S -0.89090 4.29570 -0.93635
C -1.68370 2.97955 -1.90240
C -1.51032 1.51776 -1.43696
C -0.75481 1.29080 -0.12968
C -0.88479 -0.15892 0.33498
C -1.95384 -0.30483 1.39871
N -2.15392 -1.78776 1.62883
C -0.87564 -2.47325 2.02901
Br -0.50194 -1.98144 3.85379
C 0.25177 -2.10223 1.07821
N 0.35029 -0.67172 0.91054
H -1.79282 4.37827 0.04743
H -1.24908 3.09616 -2.89466
H -2.73730 3.22656 -2.00706
H -0.98965 0.96006 -2.21994
H -2.49746 1.05062 -1.35805
H 0.30566 1.50806 -0.25856
H -1.12617 1.96420 0.64525
H -1.20284 -0.79327 -0.51641
H -2.90595 0.11502 1.07855
H -1.62642 0.12356 2.34280
H -2.48507 -2.15998 0.72557
H -2.87025 -1.93533 2.33936
H -1.06094 -3.54332 2.02772
H 0.06542 -2.63074 0.12504
H 1.17244 -2.50480 1.49828
H 1.14858 -0.45159 0.31025
N 3.16123 -0.10860 -0.21297
C 4.08453 -0.97379 0.20532
C 5.44302 -0.80264 -0.00334
C 5.86969 0.32688 -0.68316
C 4.92118 1.23639 -1.12175
C 3.58571 0.97533 -0.86231
H 3.72194 -1.84645 0.73780
H 6.14620 -1.53783 0.36198
H 6.92254 0.49656 -0.86500
H 5.20571 2.13388 -1.65286
H 2.82019 1.67219 -1.18691
N 0.80363 3.61755 -6.62300
C 0.77899 3.39074 -5.31336
C 1.26049 2.22957 -4.72547
C 1.79656 1.24710 -5.54330
C 1.82777 1.47034 -6.90966
C 1.32152 2.66778 -7.39730
H 0.35849 4.18309 -4.70176
H 1.22177 2.10650 -3.64991
H 2.18679 0.32808 -5.12449
H 2.23772 0.73621 -7.58954
H 1.33375 2.87514 -8.46130
N -3.38160 -2.66625 -1.28069
C -2.80520 -3.87157 -1.26122
C -3.37241 -5.00650 -1.81419
C -4.61318 -4.89106 -2.42154
C -5.22387 -3.64837 -2.45265
C -4.57233 -2.57112 -1.87425
H -1.82803 -3.93330 -0.78807
H -2.85287 -5.95337 -1.77034
H -5.09236 -5.75315 -2.86562
H -6.18784 -3.50854 -2.92097
H -5.01905 -1.58411 -1.89549
N 1.85832 1.28132 6.46718
C 0.85143 0.41278 6.46366
C -0.12568 0.35894 7.44556
C -0.05183 1.25975 8.49701
C 0.99161 2.16967 8.51573
C 1.91699 2.14052 7.48133
H 0.83281 -0.27466 5.62342
H -0.92110 -0.37281 7.39052
H -0.79161 1.25065 9.28673
H 1.09276 2.89031 9.31542
H 2.74527 2.83971 7.46650